(1)
Molecular formula: C27H34GeN5O2PtS
Method: DFT, the ωB97M-V functional and the def2-TZVPD basis

- multiplicity = 2
- HOMO (alpha / beta) (eV) = -13.63 / -13.70
- expectation value of S² = 0.76
- calculated total energy (a.u.) = -4067.32199
- orbital gap (alpha / beta) (eV) = 7.1 / 6.5
- LUMO level (alpha / beta) (eV) = -6.532 / -7.178
- energy above the lowest of the compared OMol25 structures with the same formula, charge and spin (kcal per mole) = 21.44
- total charge = +2
- largest force on an atom (eV/A) = 1.59

CARTESIAN COORDINATES (ANGSTROEM)
Pt (-0.181, 0.096, -0.022)
O (-1.916, 1.754, -0.277)
N (-1.855, 1.949, 0.946)
O (-1.098, 1.093, 1.558)
S (1.920, 1.252, -0.064)
C (1.714, 2.109, 1.437)
N (1.605, 3.420, 1.537)
C (1.400, 3.856, 2.933)
C (1.447, 2.515, 3.701)
N (1.706, 1.542, 2.626)
H (1.632, 4.040, 0.746)
H (0.436, 4.349, 3.027)
H (2.180, 4.547, 3.239)
H (0.503, 2.290, 4.191)
H (2.245, 2.485, 4.437)
H (1.630, 0.540, 2.752)
C (0.444, -5.721, -1.605)
C (-0.763, -5.028, -1.647)
C (-0.948, -3.920, -0.831)
C (0.074, -3.486, 0.027)
C (1.282, -4.187, 0.055)
C (1.456, -5.310, -0.747)
Ge (-0.287, -1.971, 1.176)
C (-2.047, -2.260, 1.931)
C (-2.242, -3.455, 2.630)
C (-3.478, -3.731, 3.200)
C (-4.525, -2.827, 3.070)
C (-4.345, -1.646, 2.364)
C (-3.108, -1.361, 1.795)
C (1.074, -1.783, 2.538)
C (2.415, -1.589, 2.174)
C (3.404, -1.523, 3.147)
C (3.058, -1.624, 4.492)
C (1.729, -1.787, 4.863)
C (0.736, -1.860, 3.891)
H (0.591, -6.590, -2.235)
H (-1.562, -5.367, -2.296)
H (-1.909, -3.411, -0.827)
H (2.083, -3.873, 0.714)
H (2.382, -5.871, -0.693)
H (-1.429, -4.168, 2.732)
H (-3.624, -4.656, 3.744)
H (-5.485, -3.047, 3.520)
H (-5.166, -0.948, 2.257)
H (-2.973, -0.436, 1.251)
H (2.689, -1.493, 1.129)
H (4.441, -1.396, 2.860)
H (3.829, -1.573, 5.252)
H (1.463, -1.864, 5.910)
H (-0.299, -1.995, 4.187)
C (0.259, -1.790, -4.235)
C (0.491, -1.474, -2.741)
N (-0.314, -0.292, -2.334)
C (0.083, 0.886, -3.129)
C (-0.183, 0.608, -4.630)
N (-0.733, -0.789, -4.763)
C (-2.031, -0.918, -4.015)
C (-1.761, -0.560, -2.536)
H (-0.151, -2.785, -4.386)
H (1.171, -1.699, -4.820)
H (1.540, -1.251, -2.558)
H (0.215, -2.319, -2.118)
H (1.134, 1.093, -2.951)
H (-0.492, 1.742, -2.782)
H (0.727, 0.662, -5.221)
H (-0.909, 1.298, -5.053)
H (-0.901, -0.982, -5.749)
H (-2.381, -1.940, -4.133)
H (-2.758, -0.251, -4.470)
H (-2.063, -1.372, -1.879)
H (-2.312, 0.330, -2.247)

Cartesian forces (eV/Å) of the 3 atoms listed first:
Pt -0.3 0.7 -1.4
O -0.4 0.6 1.3
N 0.1 -0.5 -0.9


(2)
Molecular formula: C6H9N
Method: DFT, the ωB97M-V functional and the def2-TZVPD basis

- HOMO (eV) = -7.56
- calculated total energy (a.u.) = -288.67712
- orbital gap (eV) = 8.2
- LUMO level (eV) = 0.621
- energy above the lowest of the compared OMol25 structures with the same formula, charge and spin (kcal per mole) = 65.84
- total charge = 0
- largest force on an atom (eV/A) = 0.44

CARTESIAN COORDINATES (ANGSTROEM)
C (2.355, -0.282, 0.340)
C (0.959, -0.177, -0.186)
C (0.270, -1.076, -1.022)
C (-1.002, -0.612, -1.371)
C (-2.174, 0.195, 0.555)
C (-1.145, 0.618, -0.518)
N (0.180, 0.860, 0.098)
H (2.407, -0.008, 1.399)
H (2.725, -1.303, 0.222)
H (3.018, 0.387, -0.218)
H (0.710, -2.022, -1.326)
H (-1.980, 0.682, 1.514)
H (-2.133, -0.889, 0.696)
H (-3.184, 0.436, 0.221)
H (-1.466, 1.525, -1.043)
H (0.459, 1.664, 0.640)

Cartesian forces (eV/Å) of the 3 atoms listed first:
C 0.0 -0.1 0.0
C -0.1 0.2 0.1
C 0.0 -0.1 -0.2


(3)
Molecular formula: C5H13NO2
Method: DFT, the ωB97M-V functional and the def2-TZVPD basis

- HOMO (eV) = -9.35
- calculated total energy (a.u.) = -403.48439
- structure (SMILES) = CCN(C=O)CC.O
- orbital gap (eV) = 10.2
- LUMO level (eV) = 0.882
- energy above the lowest of the compared OMol25 structures with the same formula, charge and spin (kcal per mole) = 57.87
- total charge = 0
- largest force on an atom (eV/A) = 6.01

CARTESIAN COORDINATES (ANGSTROEM)
C (-0.884, 2.841, -2.342)
C (-0.886, 1.797, -1.179)
N (0.015, 0.660, -1.062)
C (-0.331, -0.623, -1.264)
O (0.374, -1.563, -1.036)
C (1.345, 1.065, -0.492)
C (1.627, 0.564, 0.849)
H (-1.152, 2.391, -3.322)
H (-1.487, 3.631, -2.179)
H (0.153, 3.276, -2.348)
H (-1.855, 1.328, -1.093)
H (-0.875, 2.266, -0.184)
H (-1.321, -0.835, -1.649)
H (1.370, 2.182, -0.745)
H (2.070, 0.593, -1.213)
H (2.458, 0.426, 1.425)
H (1.093, -0.366, 1.067)
H (1.024, 1.268, 1.505)
O (-1.004, -4.130, 5.143)
H (-0.471, -4.703, 5.620)
H (-1.302, -4.395, 4.257)

Cartesian forces (eV/Å) of the 3 atoms listed first:
C 3.9 -3.4 -0.3
C -2.1 -0.4 0.9
N 1.1 2.0 0.3


(4)
Molecular formula: C22H32NO3ReS2Si
Method: DFT, the ωB97M-V functional and the def2-TZVPD basis

- multiplicity = 3
- HOMO (alpha / beta) (eV) = -7.64 / -7.05
- expectation value of S² = 2.07
- calculated total energy (a.u.) = -2302.06755
- orbital gap (alpha / beta) (eV) = 7.2 / 5.4
- LUMO level (alpha / beta) (eV) = -0.428 / -1.623
- total charge = 0
- largest force on an atom (eV/A) = 11.46

CARTESIAN COORDINATES (ANGSTROEM)
Re (0.638, 0.536, 1.013)
C (0.553, 3.543, 0.051)
C (-0.468, 2.701, -0.738)
C (-0.356, 3.098, -2.219)
C (-1.867, 3.031, -0.193)
O (-0.085, 1.350, -0.478)
Si (-0.744, 0.003, -1.158)
S (-0.116, -1.539, 0.056)
O (-0.247, -0.184, -2.717)
C (1.046, -0.533, -3.213)
C (1.092, 0.108, -4.616)
C (1.146, -2.054, -3.404)
C (2.256, 0.001, -2.427)
O (-2.393, 0.054, -1.059)
C (-3.317, -0.509, -1.992)
C (-3.101, -2.004, -2.281)
C (-3.367, 0.300, -3.299)
C (-4.687, -0.360, -1.303)
H (0.375, 4.617, -0.065)
H (1.576, 3.325, -0.279)
H (0.515, 3.300, 1.120)
H (-0.533, 4.170, -2.358)
H (-1.083, 2.564, -2.839)
H (0.637, 2.863, -2.616)
H (-2.049, 4.112, -0.193)
H (-1.990, 2.657, 0.829)
H (-2.655, 2.576, -0.800)
H (0.251, -0.235, -5.230)
H (2.023, -0.128, -5.143)
H (1.001, 1.198, -4.549)
H (0.268, -2.440, -3.934)
H (1.193, -2.583, -2.449)
H (2.042, -2.329, -3.972)
H (2.181, 1.080, -2.259)
H (3.191, -0.192, -2.966)
H (2.354, -0.473, -1.446)
H (-2.170, -2.184, -2.827)
H (-3.917, -2.412, -2.888)
H (-3.048, -2.580, -1.351)
H (-2.457, 0.173, -3.893)
H (-3.464, 1.372, -3.093)
H (-4.209, -0.008, -3.928)
H (-4.702, -0.898, -0.347)
H (-5.503, -0.741, -1.926)
H (-4.894, 0.691, -1.068)
N (4.498, -3.649, 9.338)
C (4.054, -3.185, 8.371)
C (3.504, -2.612, 7.177)
C (3.271, -1.234, 7.102)
C (2.735, -0.675, 5.937)
C (2.430, -1.490, 4.840)
C (2.664, -2.868, 4.917)
C (3.200, -3.427, 6.081)
C (1.880, -0.916, 3.645)
C (1.423, -0.439, 2.651)
H (3.503, -0.588, 7.947)
H (2.558, 0.399, 5.892)
H (2.432, -3.515, 4.072)
H (3.377, -4.501, 6.126)
S (-2.436, 0.879, 2.690)
C (-1.169, 0.738, 1.999)
H (1.160, 2.046, 1.662)

Cartesian forces (eV/Å) of the 3 atoms listed first:
Re -0.6 -3.1 11.0
C -0.1 0.6 -0.1
C 0.1 3.5 0.4


(5)
Molecular formula: C6H10N2O3S
Method: DFT, the ωB97M-V functional and the def2-TZVPD basis

- HOMO (eV) = -8.84
- calculated total energy (a.u.) = -967.94585
- structure (SMILES) = C=C1[C@@H]2NCC[C@@H]2N1S(=O)(=O)O
- orbital gap (eV) = 9.3
- LUMO level (eV) = 0.496
- energy above the lowest of the compared OMol25 structures with the same formula, charge and spin (kcal per mole) = 50.59
- total charge = 0
- largest force on an atom (eV/A) = 4.40

CARTESIAN COORDINATES (ANGSTROEM)
C (0.300, 2.214, 1.076)
C (-0.109, 1.124, 0.536)
C (-1.175, 0.058, 0.907)
N (-0.833, -0.860, 1.896)
C (0.173, -1.816, 1.335)
C (-0.281, -1.981, -0.104)
C (-0.716, -0.619, -0.461)
N (0.299, 0.381, -0.533)
S (0.679, 1.084, -1.971)
O (0.595, 2.500, -1.878)
O (-0.139, 0.434, -2.903)
O (2.190, 0.769, -2.255)
H (1.118, 2.900, 0.711)
H (-0.422, 2.415, 1.857)
H (-2.188, 0.335, 0.917)
H (-1.645, -1.241, 2.348)
H (0.399, -2.583, 2.025)
H (1.145, -1.194, 1.195)
H (0.409, -2.385, -0.689)
H (-1.196, -2.582, -0.076)
H (-1.348, -0.506, -1.378)
H (2.746, 1.555, -2.554)

Cartesian forces (eV/Å) of the 3 atoms listed first:
C 0.5 2.4 0.7
C -1.0 -1.6 0.9
C 1.1 0.0 -2.1


(6)
Molecular formula: C3H4N2O
Method: DFT, the ωB97M-V functional and the def2-TZVPD basis

- HOMO (eV) = -8.81
- calculated total energy (a.u.) = -301.44680
- structure (SMILES) = Oc1ccn[nH]1
- orbital gap (eV) = 9.5
- LUMO level (eV) = 0.641
- energy above the lowest of the compared OMol25 structures with the same formula, charge and spin (kcal per mole) = 25.37
- total charge = 0
- largest force on an atom (eV/A) = 0.34

CARTESIAN COORDINATES (ANGSTROEM)
O (-2.019, 0.152, 0.435)
C (-0.692, -0.014, 0.254)
C (0.404, 0.721, 0.643)
C (1.484, 0.049, 0.026)
N (1.102, -1.023, -0.644)
N (-0.242, -1.045, -0.490)
H (-2.151, 1.044, 0.781)
H (0.417, 1.590, 1.284)
H (2.527, 0.339, 0.026)
H (-0.780, -1.808, -0.866)

Cartesian forces (eV/Å) of the 3 atoms listed first:
O 0.0 0.1 0.2
C 0.3 -0.1 -0.1
C -0.1 0.0 -0.1


(7)
Molecular formula: C16H32BNO8S
Method: DFT, the ωB97M-V functional and the def2-TZVPD basis

- HOMO (eV) = -9.45
- calculated total energy (a.u.) = -1708.60527
- structure (SMILES) = C=C[C@@H]1OS(=O)(=O)CC[C@@H]1B(O)N(C)C.CCOC(C)=O.CCOC(C)=O
- orbital gap (eV) = 9.7
- LUMO level (eV) = 0.304
- total charge = 0
- largest force on an atom (eV/A) = 1.79

CARTESIAN COORDINATES (ANGSTROEM)
C (3.687, -1.653, 1.756)
C (2.840, -0.709, 1.373)
C (2.323, 0.326, 2.331)
O (0.861, 0.297, 2.455)
S (0.041, 0.679, 1.158)
O (-0.314, -0.504, 0.430)
O (-1.056, 1.511, 1.562)
C (1.108, 1.680, 0.152)
C (2.036, 2.540, 1.011)
C (2.815, 1.757, 2.095)
B (4.413, 1.823, 1.919)
O (5.200, 1.586, 3.021)
N (5.053, 2.213, 0.686)
C (6.482, 2.502, 0.873)
C (4.922, 1.219, -0.400)
H (3.786, -1.979, 2.785)
H (4.284, -2.167, 1.013)
H (2.475, -0.695, 0.351)
H (2.675, 0.020, 3.319)
H (0.415, 2.260, -0.453)
H (1.696, 1.034, -0.496)
H (1.409, 3.290, 1.499)
H (2.729, 3.080, 0.366)
H (2.628, 2.283, 3.040)
H (4.664, 1.400, 3.800)
H (7.058, 1.612, 1.152)
H (6.898, 2.896, -0.057)
H (6.624, 3.259, 1.641)
H (5.189, 0.215, -0.053)
H (3.894, 1.175, -0.761)
H (5.591, 1.506, -1.209)
C (-3.657, -0.437, -4.377)
C (-2.314, -0.727, -5.013)
O (-1.243, -0.035, -4.359)
C (-0.610, -0.530, -3.276)
C (-1.206, -1.709, -2.549)
O (0.378, 0.036, -2.887)
H (-3.703, -0.792, -3.348)
H (-4.454, -0.924, -4.939)
H (-3.842, 0.637, -4.367)
H (-2.107, -1.797, -5.061)
H (-2.294, -0.356, -6.037)
H (-1.883, -1.331, -1.783)
H (-0.400, -2.246, -2.057)
H (-1.738, -2.411, -3.185)
C (-3.752, -1.592, 2.127)
C (-4.283, -0.798, 0.954)
O (-4.857, -1.650, -0.049)
C (-6.138, -2.063, -0.021)
C (-6.951, -1.871, 1.239)
O (-6.582, -2.628, -0.983)
H (-4.547, -2.125, 2.650)
H (-3.253, -0.931, 2.836)
H (-3.033, -2.334, 1.779)
H (-4.989, -0.026, 1.261)
H (-3.460, -0.290, 0.453)
H (-6.826, -2.751, 1.869)
H (-7.996, -1.791, 0.954)
H (-6.686, -0.985, 1.810)

Cartesian forces (eV/Å) of the 3 atoms listed first:
C 0.1 -0.2 -0.2
C -0.4 0.1 0.0
C -0.1 -0.5 0.3